{"formula": "C5H11ClO2Si", "method": "wB97M-V/def2-TZVPD", "elements": ["Cl", "Si", "O", "O", "C", "C", "C", "C", "C", "H", "H", "H", "H", "H", "H", "H", "H", "H", "H", "H"], "coordinates": [[1.01, 4.09, 0.22], [0.52, -1.09, 0.03], [1.43, -0.89, -1.27], [0.30, 0.73, 0.08], [-1.02, -2.16, -0.06], [-1.26, -3.06, 0.90], [0.71, 1.34, -1.09], [-0.42, 1.62, 1.01], [1.79, 0.43, -1.64], [2.87, 0.72, -1.38], [1.89, 0.48, -2.75], [-0.99, -2.75, 1.94], [-0.82, 0.98, 1.91], [-1.46, -2.45, -1.07], [0.99, 2.50, -0.81], [-1.34, 1.92, 0.54], [1.15, -1.09, 1.38], [-1.97, -3.90, 0.82], [-0.01, 1.40, -1.88], [0.31, 2.32, 1.44]], "lumo_ev": -0.733, "energy_ev": -29856.15400}